9
Properties=species:S:1:pos:R:3:mulliken_charge:R:1 method="wB97M-V/def2-TZVPD" spin_multiplicity=2 orbital_gap_ha="0.2097 / 0.2275" energy_ev=-13316.5359 e_homo_ev="-16.644 / -16.998" total_charge=+2
Rb 0.5351 -2.5641 -1.4481 0.997
Mg 3.1161 0.7077 1.2178 1.090
O 0.8150 1.4220 0.5625 -0.310
O 1.7006 0.3946 -1.0972 -0.435
C -1.5793 -0.9958 0.5930 -0.614
C 1.1395 1.4046 -0.6499 0.649
C -1.4300 0.2304 0.4083 -0.182
H -1.8330 1.0293 -0.2057 0.421
H -2.4641 -1.6284 0.6195 0.384

7
Properties=species:S:1:pos:R:3:mulliken_charge:R:1 method="wB97M-V/def2-TZVPD" spin_multiplicity=1 relative_energy_ev=6.464 orbital_gap_ha="0.3733 / 0.3032" energy_ev=-6116.0212 e_homo_ev="-10.761 / -8.475" total_charge=0
N -0.5417 -1.5701 0.4455 -0.403
N 2.1758 1.0777 -0.1123 -0.389
C -0.9935 -0.9545 -0.5673 0.005
C 1.2549 0.4194 0.0654 0.424
C 0.0706 -0.2925 0.1059 0.042
H -0.3058 2.1535 1.4468 0.014
H -1.6602 -0.8335 -1.3840 0.307